A 4-piece molecular cluster, C4H16NO3 overall. Source: the OMol25 dataset; level of theory: ωB97M-V/def2-TZVPD.

Properties
energy relative to the best compared isomer or geometry (same formula, charge and spin) = 72.02 kcal per mole
gap between HOMO and LUMO = 9.53 eV
calculated total energy = -442.1498 Eh
lowest unoccupied orbital energy = -0.1122 Eh
charge = +1

Last column: natural (NBO) charge in e.
Element x y z (Å)
1 C 0.07508 -0.04737 0.76505  -0.229
2 O 0.87468 -0.08658 -2.74811  -0.932
3 C -0.89488 0.67382 1.61586  -0.493
4 N 0.52571 0.85047 -0.39285  -0.763
5 C -1.32237 -0.05317 2.86545  -0.178
6 H 1.38450 1.56018 -0.37852  0.456
7 H -0.50390 -1.01723 0.43660  0.229
8 C -0.99804 -1.30770 3.30258  -0.407
9 H 0.79711 0.16121 -1.18383  0.485
10 H -1.86431 0.70509 1.13817  0.240
11 H -0.22090 -1.88019 2.86785  0.186
12 H -1.99215 0.56053 3.57963  0.230
13 H 2.93609 -2.06851 -0.71650  0.500
14 H -0.96725 0.93647 -3.04939  0.495
15 O -1.14396 1.67326 -2.46431  -0.969
16 H 1.21215 0.15821 -3.47969  0.476
17 O 2.05810 -1.67900 -0.78279  -0.951
18 H 1.09829 -1.06196 -2.72268  0.510
19 H -0.89775 2.49238 -2.88780  0.491
20 H -0.35501 1.28125 -0.71003  0.462
21 H -0.64822 1.82253 1.65469  0.227
22 H 1.50724 -2.29294 -0.54550  0.463
23 H 1.01174 -0.43267 1.31699  0.238
24 H -1.64686 -1.73254 4.09792  0.232